{"formula": "C12H11N7O4", "method": "ωB97M-V/def2-TZVPD", "symbols": ["N", "C", "O", "H", "N", "N", "C", "C", "C", "H", "O", "C", "H", "C", "H", "H", "H", "N", "O", "C", "H", "C", "N", "N", "O", "C", "H", "H", "N", "C", "C", "H", "C", "H"], "xyz": [[0.02786, -2.01984, 1.32347], [3.38205, -1.17901, -0.88229], [4.58271, -3.46810, 1.64465], [4.29321, -0.98994, -1.43153], [4.58034, -2.77484, 0.61316], [0.48290, 0.70412, -0.12215], [2.25736, -0.43132, -1.15334], [-1.29150, 2.34949, 0.11191], [-5.04483, 2.00965, 0.39897], [0.78439, 1.32293, -1.21217], [1.32428, 1.44938, -2.21723], [-3.59254, 1.64651, 0.33918], [-3.94336, -0.46152, 0.67525], [0.90775, -0.58217, -0.47466], [-5.64592, 1.08953, 0.41658], [-1.54688, -1.06762, 0.39449], [-2.99292, 3.69740, 0.02297], [1.77888, -3.24777, 1.79719], [5.60215, -2.59881, -0.09416], [-2.63983, 2.66564, 0.15566], [-5.32628, 2.61390, -0.48001], [3.37377, -2.10740, 0.16765], [2.28744, 0.54639, -2.18150], [1.08114, -1.53787, 0.60323], [3.22522, 0.63490, -2.96731], [-0.91888, 1.00010, 0.15280], [-0.55244, 3.12809, -0.09210], [0.14771, -0.99230, -1.19655], [0.47253, -3.01434, 2.03494], [2.16744, -2.34644, 0.86988], [-1.84087, -0.02150, 0.34965], [1.04226, 1.06862, 0.64704], [-3.19120, 0.31832, 0.48199], [-5.27396, 2.59580, 1.30436]], "lowdin_charge": [0.03, 0.10, 0.07, 0.14, -0.33, 0.05, -0.09, -0.02, -0.06, 0.06, 0.06, -0.28, 0.12, -0.22, 0.08, 0.08, 0.12, 0.09, 0.03, -0.03, 0.09, -0.09, -0.25, 0.01, 0.10, -0.21, 0.12, 0.19, -0.01, -0.21, -0.02, 0.19, -0.02, 0.09], "e_homo_ev": -8.833, "total_energy_ev": -31234.77147, "total_charge": 0, "relative_energy_kj_mol": 46.0, "gap_ev": 6.97}

***

{"formula": "C8H10O", "method": "ωB97M-V/def2-TZVPD", "symbols": ["H", "C", "H", "H", "C", "H", "C", "C", "H", "H", "O", "C", "C", "H", "H", "H", "C", "H", "C"], "xyz": [[-1.12790, -3.27196, 1.65291], [-0.86586, 2.43818, 0.58889], [2.47813, 0.76703, 0.20040], [-0.23480, -1.25736, -2.02605], [0.69612, 0.14855, -0.70236], [-1.15637, 0.22736, -1.80090], [0.04740, -0.12322, 0.79336], [-0.55451, -2.35335, 1.65101], [0.29721, 0.24337, -2.80170], [-0.05767, 3.13671, 0.39871], [0.87870, 0.07600, 1.76060], [-0.71085, 1.15604, 0.63713], [-0.14502, -0.17639, -1.89707], [0.21687, -2.22349, 2.40079], [-1.55581, -1.48550, 0.01120], [-1.86089, 2.84052, 0.75846], [1.95490, 0.56896, -0.72573], [2.48344, 0.68430, -1.66522], [-0.78309, -1.39575, 0.76558]], "lowdin_charge": [0.06, 0.06, 0.08, 0.09, -0.27, 0.08, -0.66, 0.04, 0.08, 0.10, -0.05, 0.14, -0.06, 0.07, 0.10, 0.09, 0.09, 0.07, -0.10], "e_homo_ev": [-8.781, -8.777], "total_energy_ev": -10499.53674, "total_charge": 0, "relative_energy_kj_mol": 585.3, "gap_ev": [7.61, 7.60]}

***

{"formula": "C25H65CuO24S7", "method": "ωB97M-V/def2-TZVPD", "symbols": ["H", "H", "O", "C", "H", "H", "O", "H", "C", "C", "H", "H", "H", "C", "H", "H", "H", "C", "O", "H", "H", "C", "O", "H", "S", "H", "O", "S", "H", "O", "H", "H", "C", "C", "Cu", "H", "H", "H", "C", "H", "O", "H", "H", "H", "C", "H", "O", "O", "H", "H", "S", "C", "S", "H", "O", "C", "H", "S", "H", "H", "H", "H", "H", "H", "C", "C", "C", "S", "H", "H", "H", "H", "C", "C", "O", "H", "H", "H", "O", "C", "H", "H", "H", "O", "H", "C", "O", "H", "C", "O", "O", "C", "H", "H", "H", "C", "H", "H", "O", "O", "H", "H", "O", "C", "H", "H", "O", "H", "H", "O", "H", "O", "H", "C", "O", "O", "H", "C", "H", "S", "H", "H"], "xyz": [[4.47279, 17.90918, -4.15080], [14.07760, 22.44434, -5.72916], [5.81050, 18.54650, -1.63280], [11.36047, 12.83873, -10.15021], [14.27538, 20.51667, -7.21678], [13.70710, 12.55261, -0.22200], [15.64887, 15.29112, 0.55717], [8.68198, 14.45882, -7.86427], [13.97636, 12.36088, -2.26449], [9.61271, 19.60653, -3.11463], [11.34037, 17.80759, 0.07639], [14.38592, 20.18178, -12.59434], [3.42056, 14.71045, -6.63263], [11.34277, 17.68894, -9.43425], [8.43621, 20.87786, -9.37559], [13.83271, 10.80623, -0.74720], [14.21329, 18.62117, -10.08471], [14.96484, 20.59433, -6.37611], [11.49847, 22.14033, -6.96855], [12.34910, 11.70672, -0.91951], [14.56869, 20.06095, -5.51200], [11.94590, 17.45798, -0.75979], [14.00104, 17.20466, 0.44877], [13.40328, 17.88378, -4.35930], [5.73164, 19.30940, -2.86967], [15.84185, 17.85419, -6.05292], [4.78032, 20.39697, -3.06569], [15.58216, 16.72497, 0.47625], [8.15904, 18.12232, -2.66490], [12.67097, 18.42048, -11.49959], [8.17776, 23.15131, -10.45609], [15.61843, 22.79087, -6.44001], [16.00477, 17.73503, -7.12407], [13.43448, 11.79830, -0.96010], [13.61608, 14.33567, -5.96380], [14.79043, 18.10196, -11.61355], [6.11616, 17.26866, -3.94310], [9.22536, 15.36542, -6.54414], [16.82978, 14.27826, -3.06767], [15.00691, 17.60443, -7.54279], [9.17765, 22.31702, -8.03458], [7.67517, 14.66030, -6.34212], [9.88485, 13.07950, -8.68946], [9.51592, 20.55071, -3.65058], [5.20372, 15.80213, -7.06853], [3.84565, 14.74111, -8.28560], [13.37129, 16.16266, -10.54097], [16.23833, 17.50459, 1.47937], [15.62015, 22.05477, -4.92300], [11.04459, 11.80006, -10.24759], [7.54755, 16.58403, -7.95166], [5.53367, 18.15647, -4.18927], [16.15268, 12.76420, -3.69664], [16.65886, 16.90480, -7.39050], [15.09723, 13.14597, -4.63595], [8.28165, 18.94217, -3.37264], [13.57030, 13.36899, -2.34774], [12.12244, 16.97727, -10.94214], [12.62455, 15.58266, 0.17327], [7.37148, 21.26450, -8.11338], [12.28699, 16.79130, -3.82315], [15.66828, 18.44352, -1.14626], [6.66622, 22.44570, -10.38747], [4.67708, 13.60923, -7.24564], [4.28273, 14.62424, -7.29394], [9.78444, 20.07246, -6.68558], [14.49363, 20.13895, -11.51052], [10.53690, 21.38319, -7.79771], [5.80288, 18.63725, -5.12973], [16.02360, 14.95300, -2.77974], [17.05547, 17.33725, -1.36465], [6.98205, 23.62548, -9.22028], [7.46037, 22.78434, -9.72208], [15.07846, 22.03580, -5.86868], [17.21428, 11.78537, -3.99708], [9.17619, 20.59523, -5.94744], [15.41606, 16.82232, -1.95573], [17.44640, 14.09643, -2.18744], [10.96224, 20.82750, -9.07014], [12.96057, 16.93668, -4.66769], [15.51119, 20.45422, -11.27972], [17.33951, 14.74964, -3.90796], [11.06912, 17.06327, -1.27317], [7.34757, 17.70350, -7.05187], [12.14247, 18.14752, -8.85264], [8.10612, 21.72480, -8.77407], [8.25223, 16.73969, -9.17412], [11.42477, 12.83369, -7.92293], [10.94230, 13.33351, -8.76288], [11.09497, 16.54765, -11.85039], [12.71543, 12.94875, -10.43210], [12.01333, 16.86127, -5.95418], [13.57260, 11.95502, -3.19204], [9.34030, 19.38163, -7.40223], [10.96502, 16.83542, -5.65673], [13.06052, 16.44145, -0.33713], [12.32439, 18.30385, -1.33369], [10.79274, 13.32501, -10.94350], [16.34050, 20.22860, -6.53455], [12.26513, 15.81981, -6.90234], [5.75279, 15.80377, -6.12692], [10.65070, 19.65629, -6.17129], [15.34813, 12.31506, -2.22741], [8.31178, 15.13176, -7.09083], [11.08721, 14.41304, -8.72129], [12.07644, 17.83285, -6.44425], [6.10796, 15.89323, -8.19169], [13.90527, 20.95928, -11.09944], [10.49015, 18.34013, -9.62686], [7.23225, 19.84923, -3.31054], [8.22757, 18.56773, -4.39488], [18.14663, 19.15260, -7.92980], [10.44552, 19.01027, -3.48746], [15.97678, 17.40080, -1.22152], [13.95947, 15.91906, -4.44441], [15.90869, 19.70735, -8.93470], [13.46644, 15.99846, -1.24658], [14.04019, 18.74522, -11.15371], [10.97800, 16.79615, -8.92633], [16.73425, 19.28315, -7.80294], [9.82496, 19.65323, -2.04651], [4.64328, 16.73375, -6.99044]], "lowdin_spin": [0.00, 0.00, 0.00, 0.00, 0.00, 0.00, 0.00, 0.00, 0.01, 0.00, 0.00, 0.00, 0.00, 0.00, 0.00, 0.00, 0.00, 0.00, 0.00, 0.00, 0.00, 0.00, 0.00, 0.00, 0.00, 0.00, 0.00, 0.00, 0.00, 0.00, 0.00, 0.00, 0.00, 0.00, 1.18, 0.00, 0.00, 0.00, 0.01, 0.00, 0.00, 0.00, 0.00, 0.00, 0.00, 0.00, 0.00, 0.00, 0.00, 0.00, 0.00, 0.00, 0.05, 0.00, 0.16, 0.00, 0.00, 0.00, 0.00, 0.00, 0.00, 0.00, 0.00, 0.00, 0.00, 0.00, 0.00, 0.00, 0.00, 0.00, 0.00, 0.00, 0.00, 0.00, 0.01, 0.00, 0.00, 0.00, 0.00, 0.01, 0.00, 0.00, 0.00, 0.00, 0.00, 0.00, 0.00, 0.02, 0.01, 0.00, 0.02, 0.01, 0.01, 0.00, 0.00, 0.00, 0.00, 0.00, 0.00, 0.24, 0.00, 0.00, 0.01, 0.00, 0.00, 0.00, 0.00, 0.00, 0.00, 0.00, 0.00, 0.00, 0.00, 0.00, 0.18, 0.00, 0.00, 0.00, 0.00, 0.00, 0.00, 0.00], "e_homo_ev": [0.180, 0.215], "multiplicity": 3, "total_energy_ev": -196593.14262, "total_charge": -2, "gap_ev": [2.73, 2.69]}

***

{"formula": "C21H27N3O", "method": "ωB97M-V/def2-TZVPD", "symbols": ["C", "C", "H", "H", "C", "H", "N", "C", "C", "H", "H", "C", "O", "H", "C", "H", "H", "C", "H", "C", "H", "H", "C", "C", "H", "C", "C", "C", "H", "C", "H", "H", "H", "H", "H", "H", "C", "H", "H", "H", "H", "H", "C", "H", "H", "C", "N", "C", "H", "N", "C", "C"], "xyz": [[2.61073, 0.36181, 0.44227], [-4.74571, 0.74505, -1.07351], [-2.95076, -0.79598, -2.09241], [-6.55432, 1.58465, -1.81979], [4.94218, 3.88208, -1.16826], [-0.34017, 0.95995, 0.44365], [2.42924, -0.81862, 1.10942], [-6.05009, 1.17715, -0.95524], [-6.70996, 1.10572, 0.26094], [-4.25509, -0.27320, 2.11437], [2.94277, -0.94299, 1.97100], [1.93360, -2.00962, 0.52972], [2.26226, 0.54699, -0.69884], [-1.98967, -1.44044, 1.40096], [2.64760, -3.17870, 0.74959], [5.58650, 2.28202, 0.11509], [-2.21052, 0.27511, 1.85293], [3.25651, 1.42352, 1.32524], [-2.42467, -2.05475, -0.95529], [-0.43553, -0.10104, 0.70328], [2.62358, 2.99510, 0.01526], [4.43992, 1.79313, -1.13934], [-4.05866, 0.21508, 0.02477], [-4.73703, 0.14610, 1.24448], [-4.24415, 0.83929, -2.02490], [3.52582, 2.71908, 0.56343], [-0.85471, -0.69063, -1.56116], [-2.32022, -0.98987, -1.22658], [4.06001, 4.17826, -1.73080], [-1.90615, -0.39708, 1.04994], [-7.72948, 1.44815, 0.35195], [2.57678, 1.61596, 2.16030], [0.17869, -0.31044, 1.57773], [3.52450, -3.14123, 1.38224], [0.89594, -5.29289, -1.19662], [4.19010, 1.03005, 1.73591], [4.68225, 2.57910, -0.42333], [2.85120, -5.26585, 0.32651], [3.75043, 3.51571, 1.27690], [5.18855, 4.68067, -0.47075], [-0.50847, -1.29752, -2.39653], [5.76983, 3.76648, -1.86400], [1.18607, -4.37937, -0.69895], [-0.76877, 0.36509, -1.84448], [-6.54211, 0.52172, 2.31176], [0.76362, -2.02635, -0.25812], [-0.00456, -0.89503, -0.41752], [0.44107, -3.23408, -0.89043], [-0.42986, -3.28222, -1.52549], [-2.72779, -0.15774, -0.11295], [-6.04132, 0.59057, 1.35643], [2.28004, -4.36796, 0.14924]], "lowdin_charge": [-0.48, -0.03, 0.11, 0.10, -0.11, 0.13, 0.10, -0.09, -0.11, 0.10, 0.14, -0.17, 0.09, 0.14, -0.03, 0.11, 0.12, -0.12, 0.13, -0.14, 0.12, 0.10, -0.23, -0.03, 0.10, -0.22, -0.13, -0.13, 0.07, -0.15, 0.10, 0.12, 0.12, 0.11, 0.10, 0.12, -0.27, 0.10, 0.11, 0.07, 0.12, 0.07, -0.09, 0.13, 0.10, -0.16, -0.11, -0.02, 0.10, -0.11, -0.10, -0.10], "e_homo_ev": -7.382, "total_energy_ev": -28733.46521, "smiles": "CCCCC(=O)Nc1ccccc1N1CCN(c2ccccc2)CC1", "total_charge": 0, "relative_energy_kj_mol": 12.8, "gap_ev": 8.07}

***

{"formula": "ClHNO2S2", "method": "ωB97M-V/def2-TZVPD", "symbols": ["S", "O", "S", "O", "Cl", "H", "N"], "xyz": [[-1.11789, 1.17517, -0.15523], [0.62864, -1.17374, -1.02672], [1.25230, -0.53681, 0.15385], [0.41638, 1.47984, -0.01068], [-1.68406, 1.47427, -2.06580], [-0.16713, -1.57981, 1.55732], [0.67175, -0.83891, 1.54726]], "lowdin_charge": [0.22, -0.59, 0.66, -0.89, -0.02, 0.04, -0.41], "e_homo_ev": -3.275, "total_energy_ev": -39794.43163, "total_charge": -1, "relative_energy_kj_mol": 107.4, "gap_ev": 7.06}

***

{"formula": "C22H24F5NOP2Y", "method": "ωB97M-V/def2-TZVPD", "symbols": ["H", "C", "C", "C", "H", "C", "C", "H", "H", "C", "F", "C", "H", "H", "H", "C", "P", "C", "F", "H", "C", "H", "C", "C", "H", "H", "Y", "H", "C", "H", "C", "C", "H", "C", "C", "H", "F", "H", "C", "H", "P", "H", "N", "F", "F", "C", "C", "O", "H", "C", "C", "H", "H", "H", "H", "H"], "xyz": [[-4.08135, 1.16933, -1.86310], [4.37264, 0.14475, 0.93152], [1.46035, 0.46230, -2.92946], [-2.75238, -1.45876, 1.86383], [1.31994, 2.12191, 2.84527], [3.01869, 0.27122, -1.07183], [3.61140, 1.09434, 1.63991], [-3.03713, -0.07099, -2.62454], [-2.52069, 2.60785, 1.00247], [2.62228, -0.21079, -2.37969], [-0.52018, -4.10496, 2.48701], [-3.06720, 1.75712, 0.59636], [0.26721, -1.44387, 3.47943], [4.33650, -1.32470, -0.72627], [5.34762, -0.16833, 1.31468], [0.76597, 1.49691, -2.19291], [-0.00185, 0.24519, 1.77432], [0.67353, -3.91951, 0.42052], [1.85535, -3.87299, 1.11472], [-3.36772, 1.10333, 1.42490], [-0.55650, 1.92575, -2.61669], [-3.96642, 2.13724, 0.08038], [-0.97364, 1.66848, -3.93424], [-3.41650, 0.31168, -1.66812], [1.22181, -0.95636, -4.44128], [2.55493, -1.27841, -2.43503], [-1.40246, -2.24267, 0.14988], [-1.49479, 1.95453, 2.71418], [3.93271, -0.42215, -0.26296], [-3.96751, -0.48491, -1.17505], [2.39348, 1.46485, 1.04000], [1.17268, 1.80059, 1.80173], [0.56970, 2.55282, 1.27024], [-1.50093, 2.39993, -1.57340], [-0.39154, -4.63825, 1.22236], [-2.38975, 2.94968, -1.94307], [0.91259, -4.67280, -0.69968], [-0.39343, -0.76567, 0.17575], [-0.26778, 0.68114, -4.62133], [3.91807, 1.47537, 2.59824], [-2.03778, 0.81637, -0.58481], [-1.90921, 0.34303, 3.30226], [1.17784, 1.89515, -0.97015], [-1.75635, -4.42650, 0.60920], [-0.37841, -5.96098, 1.27584], [-1.07721, 1.00357, 3.04260], [0.93550, -0.73877, 2.97535], [-3.55537, -1.39158, 2.71380], [-0.46928, 1.19960, 3.94242], [0.77637, -0.07100, -4.03468], [2.23481, 1.28928, -0.39113], [1.38385, -0.05612, 3.71586], [1.73107, -1.30249, 2.48596], [-0.50926, 0.45222, -5.66563], [-0.97907, 3.01172, -0.83975], [-1.82520, 2.17630, -4.36619]], "lowdin_charge": [0.06, -0.06, -0.15, -0.13, 0.11, -0.14, -0.01, 0.04, 0.04, 0.10, 0.11, -0.29, 0.05, 0.12, 0.12, -0.18, 0.86, -0.41, 0.04, 0.02, -0.24, 0.06, -0.04, -0.30, 0.11, 0.12, 1.24, 0.03, -0.04, 0.03, -0.24, -0.23, 0.08, -0.24, -0.48, 0.11, 0.02, -0.24, -0.06, 0.12, 0.84, 0.02, 0.16, -0.11, 0.19, -0.30, -0.26, 0.11, 0.06, -0.03, -0.17, 0.06, 0.04, 0.11, 0.07, 0.12], "e_homo_ev": [-10.077, -10.073], "total_energy_ev": -59936.17226, "total_charge": 1, "relative_energy_kj_mol": 805.2, "gap_ev": [5.45, 5.45]}

***

{"formula": "C8H6ClN2", "method": "ωB97M-V/def2-TZVPD", "symbols": ["C", "N", "C", "C", "H", "C", "C", "H", "C", "H", "N", "H", "Cl", "H", "C", "H", "C"], "xyz": [[-2.59391, -0.17445, 1.09605], [-3.77979, -0.46028, 0.73336], [-0.09854, -0.02214, -0.23687], [0.68027, 0.04180, 0.95344], [-2.02089, -0.31102, -1.20413], [2.04371, 0.18362, 0.88063], [-1.46001, -0.17730, -0.29656], [2.62987, 0.22209, 1.78649], [0.58116, 0.06426, -1.49580], [0.00265, 0.01974, -2.40580], [-4.80602, -0.73886, 0.37738], [2.44692, 0.29222, -2.49235], [-2.19894, 0.22346, 2.69455], [3.75494, 0.39006, -0.40084], [2.68178, 0.27701, -0.35781], [0.19430, -0.04924, 1.90882], [1.94249, 0.21904, -1.54058]], "lowdin_charge": [-0.64, -0.12, -0.24, 0.02, 0.11, -0.02, 0.21, 0.13, 0.02, 0.13, 0.33, 0.12, 0.76, 0.13, 0.02, 0.07, -0.03], "e_homo_ev": [-12.840, -12.837], "total_energy_ev": -23884.87620, "smiles": "N#[N+]/C(Cl)=C/c1ccccc1", "total_charge": 1, "relative_energy_kj_mol": 85.7, "gap_ev": [6.35, 6.35]}

***

{"formula": "C3H6O2", "method": "ωB97M-V/def2-TZVPD", "symbols": ["H", "H", "C", "H", "C", "C", "H", "H", "H", "O", "O"], "xyz": [[0.79718, 1.29478, -1.06624], [0.17815, 0.80521, 1.63652], [0.97113, 0.40417, -0.46889], [1.40630, -0.30064, -1.18097], [-1.06094, -1.46015, -0.16653], [-0.38923, 0.71178, 0.70670], [0.00964, -0.98775, -0.58268], [1.87902, 0.60721, 0.10908], [-0.81660, 1.65041, 0.34584], [-1.31433, -0.26783, 0.76422], [-1.66029, -2.45719, -0.09705]], "lowdin_charge": [0.05, 0.10, -0.09, 0.05, -0.21, -0.20, 0.12, 0.05, 0.10, -0.11, 0.13], "e_homo_ev": -10.611, "total_energy_ev": -7300.21531, "smiles": "CCOC=O", "total_charge": 0, "relative_energy_kj_mol": 334.1, "gap_ev": 11.47}